85
Properties=species:S:1:pos:R:3:forces:R:3:lowdin_spin:R:1 method="wB97M-V/def2-TZVPD" multiplicity=8 charge=+1 homo_lumo_gap_ev="5.37 / 4.73" de_lowest_kcal_mol=0.0 e_tot_ha=-6872.12930
Cr 0.63275 -0.05867 0.37668 -1.578 -1.115 -1.287 4.017
C 3.06909 2.09589 3.07404 -0.004 0.629 -0.301 0.009
F 4.02759 2.26528 3.95945 0.095 -0.527 -0.004 0.004
F 1.91330 2.44905 3.59786 -0.064 -0.306 0.086 0.003
F 3.30196 2.88106 2.03087 0.008 -0.252 -0.132 0.002
S 2.90540 0.24317 2.54505 -2.244 -0.339 1.791 0.028
O 4.06502 -0.53227 2.86709 0.261 0.576 -0.658 0.026
O 1.67617 -0.16181 3.16084 0.184 0.478 -0.248 0.047
N 2.50168 0.32779 0.87616 4.623 1.391 1.479 0.092
S 3.97493 0.46497 0.26200 0.677 -1.514 0.710 0.035
O 3.74596 0.84308 -1.19247 0.373 0.402 0.030 0.717
O 5.06041 1.21786 0.89054 -1.404 -0.672 -1.587 0.195
C 4.53256 -1.42460 0.12199 0.612 0.764 -0.471 0.010
F 5.62470 -1.67187 0.78503 0.140 0.251 0.705 0.001
F 3.53128 -2.15496 0.51999 -0.437 -0.389 0.401 0.002
F 4.78472 -1.68967 -1.14642 -0.214 0.188 -0.691 0.004
C -1.21994 0.17170 4.44337 -1.672 -1.159 -0.306 0.076
F -2.24722 0.30782 5.25817 -0.435 0.606 0.461 0.019
F -0.39157 1.16064 4.55631 0.689 0.563 0.153 0.006
F -0.67315 -0.99175 4.73326 0.883 -0.308 0.001 0.015
S -1.95735 0.07742 2.65864 -2.102 -1.216 1.946 0.209
O -1.93249 -1.29986 2.25973 0.596 -0.282 0.028 0.033
O -3.25686 0.69642 2.61822 -0.073 0.456 0.350 0.111
N -0.72343 0.93664 1.48846 0.025 0.279 -0.415 0.916
S -1.06737 2.55063 1.56096 1.868 3.635 -0.570 0.072
O -1.53808 3.10163 2.79483 -0.427 -1.079 -0.472 0.008
O 0.16756 3.12059 1.05651 -0.503 -0.351 0.011 0.068
C -2.38440 2.87015 0.23708 -0.801 -0.344 -0.130 0.015
F -2.15998 2.09784 -0.82895 0.061 -0.172 0.277 0.005
F -3.56146 2.59963 0.77067 -0.021 -0.155 -0.193 0.002
F -2.41679 4.12157 -0.18632 0.682 0.105 0.509 0.009
C 0.40719 -3.68054 -2.47327 -0.342 -0.306 0.353 0.000
O 1.32191 -2.72447 -3.02788 0.243 0.122 -0.379 0.004
C 1.73151 -1.70055 -2.30623 -1.654 0.311 0.150 0.009
O 1.23679 -1.35116 -1.24321 1.130 -0.951 -0.807 0.028
O 2.63188 -0.96358 -2.91739 -0.121 0.480 -0.467 0.009
C 3.17730 -1.36090 -4.20468 1.239 -0.770 0.981 0.001
H -0.17124 -3.27546 -1.65077 0.337 0.134 0.345 0.000
H 1.02057 -4.53045 -2.18551 -0.267 -0.102 0.218 0.000
H -0.33121 -3.98580 -3.21261 0.425 0.151 -0.423 0.000
H 2.53760 -1.28855 -5.07762 -0.436 0.248 0.327 0.000
H 3.52414 -2.38333 -4.06353 -0.103 -0.084 -0.428 0.000
H 4.07410 -0.75191 -4.28392 -0.195 0.203 -0.282 0.000
C -1.18190 -4.94755 1.26112 -0.657 -0.522 0.404 0.000
O -0.32416 -3.93424 0.74982 -0.026 -0.020 -0.905 0.002
C 0.39724 -3.19000 1.56473 -0.777 -0.185 0.293 0.009
O 0.49287 -2.00402 1.38829 0.990 0.060 0.187 0.040
O 0.92314 -3.89609 2.53910 -0.306 -0.736 0.319 0.004
C 1.52311 -3.25291 3.64426 1.207 0.352 1.181 0.000
H -1.80513 -4.52516 2.05002 0.092 -0.039 0.063 0.000
H -0.67631 -5.84355 1.61980 0.352 0.248 0.048 0.000
H -1.84814 -5.25512 0.45788 0.164 0.257 -0.174 0.000
H 2.38929 -2.67785 3.31837 -0.345 0.361 -0.002 0.000
H 1.93865 -3.97664 4.34935 -0.199 -0.623 -0.626 0.000
H 0.84040 -2.69839 4.28703 -0.210 0.382 -0.749 0.000
O -1.35191 -0.67024 -0.71599 -0.768 0.132 -0.007 0.044
S -2.66789 -1.18536 -0.99212 -2.116 0.270 0.125 0.007
O -2.95570 -2.58081 -0.79865 0.663 0.537 -0.443 0.002
O -3.75361 -0.35687 -0.14563 1.680 0.036 0.188 0.001
C -5.10929 -0.84190 -0.13365 -0.827 -0.524 0.770 0.000
C -5.92691 -0.25773 1.03989 1.114 0.336 -1.013 0.001
C -3.18259 -0.68129 -2.65808 0.672 -0.308 -0.017 0.003
H -5.11144 -1.92196 0.00336 0.233 -0.041 -0.412 0.000
H -5.53186 -0.54869 -1.09592 -0.279 -0.221 0.047 0.000
H -6.85545 -0.81779 1.10264 -0.185 0.210 -0.103 0.000
H -6.06597 0.79504 0.79883 -0.451 0.051 0.422 0.000
H -5.39751 -0.33769 1.98623 0.090 -0.076 -0.094 0.001
H -2.31181 -0.36327 -3.23101 0.174 -0.475 0.047 0.000
H -3.84511 0.17951 -2.70475 -0.222 -0.157 0.626 0.000
H -3.64934 -1.57812 -3.05779 -0.007 0.165 -0.306 0.000
O 2.47430 3.16798 -1.90841 -0.080 -1.015 0.405 0.004
S 1.21359 2.49664 -2.04280 -1.054 1.023 -0.729 0.014
O 0.81767 1.36433 -1.18543 0.418 2.583 -1.876 0.052
O 0.09582 3.67930 -1.96908 0.809 -1.793 0.399 0.003
C 0.51849 4.99386 -2.35565 -0.871 2.155 0.000 0.001
C -0.19626 6.02279 -1.48663 0.729 0.940 0.152 0.000
C 1.03707 1.96528 -3.78053 0.121 -0.628 2.303 0.004
H 0.26067 5.20322 -3.39637 -0.015 -0.563 -0.126 0.000
H 1.56840 5.24566 -2.22118 0.126 -0.925 0.029 0.000
H -1.27466 6.13057 -1.52141 -0.170 -0.798 0.069 0.000
H 0.12385 7.02242 -1.80927 0.256 -0.195 -0.247 0.000
H 0.20877 5.96487 -0.47528 -0.517 -0.248 0.173 0.000
H 1.69087 2.64031 -4.31736 -0.255 -0.127 -0.487 0.001
H -0.02515 1.91433 -3.99537 0.035 0.444 -0.330 0.000
H 1.38838 0.93843 -3.66545 0.362 0.097 -0.666 0.000

64
Properties=species:S:1:pos:R:3:forces:R:3:lowdin_spin:R:1 method="wB97M-V/def2-TZVPD" multiplicity=2 charge=+1 homo_lumo_gap_ev="10.00 / 2.71" e_tot_ha=-2229.29134
C -28.26815 17.59778 3.78990 0.103 -0.753 -0.230 0.000
C -27.23544 17.16708 4.91553 -2.135 0.240 -5.304 0.000
O -26.93219 15.84870 4.42535 1.832 1.202 1.963 0.000
C -27.89229 15.33435 3.63011 -2.045 -1.712 -0.910 0.000
O -28.02486 14.15487 3.35529 0.617 3.397 0.618 0.000
O -28.73526 16.35941 3.26073 0.571 -1.334 0.215 0.000
F -27.92139 17.12363 6.03235 -0.517 -0.508 2.858 0.000
H -27.83217 18.11969 2.93805 0.241 0.375 0.352 0.000
H -29.15689 18.10233 4.16894 0.322 0.234 0.190 0.000
H -26.50383 17.97446 4.94671 1.074 -1.051 0.243 0.000
C -25.25302 19.87889 14.81918 0.269 -0.229 -0.847 0.000
C -25.07939 20.46722 13.37363 0.793 1.369 4.044 0.000
O -25.49519 21.79471 13.59966 -0.220 -0.392 0.298 0.000
C -26.29839 21.85114 14.78041 -1.230 4.167 -0.794 0.000
O -26.90791 22.85156 15.10550 1.640 -2.554 -1.015 0.000
O -26.27658 20.72004 15.41374 1.232 -2.227 0.163 0.000
F -25.92012 19.86115 12.56692 -1.791 -1.155 -2.188 0.000
H -24.31461 19.88678 15.37365 -0.140 0.520 0.203 0.000
H -25.54745 18.83030 14.77593 -0.506 0.191 0.112 0.000
H -24.06700 20.38636 12.97785 -0.053 0.361 -0.005 0.000
C -23.80807 22.48596 8.29124 -4.129 -0.440 0.476 0.000
C -23.42732 20.98743 8.20370 -0.879 2.945 0.886 0.001
O -22.16544 21.22891 7.75982 2.274 -4.031 1.316 0.001
C -22.02129 22.38073 7.14706 4.457 1.531 -4.283 0.000
O -21.04068 22.68007 6.46997 -2.640 -0.796 2.194 0.001
O -23.12341 23.05126 7.26138 0.190 2.345 -0.652 0.000
F -24.09369 20.27227 7.24410 -0.577 -0.075 0.010 0.000
H -23.65541 22.98132 9.25010 0.651 -0.370 0.186 0.000
H -24.84700 22.70849 8.04792 -0.351 -0.455 0.246 0.000
H -23.58669 20.52654 9.17852 0.876 -0.521 -0.287 0.001
C -28.80665 18.24499 11.22696 0.133 -0.094 -1.837 0.012
C -28.99027 18.37841 12.69298 -0.388 -0.924 -1.018 0.000
O -30.27736 17.85710 12.85121 -0.875 -0.441 0.240 0.000
C -30.99676 17.94403 11.61210 -1.058 -0.470 1.437 0.000
O -32.13795 17.69191 11.38186 1.448 0.204 1.137 0.007
O -30.13615 18.36633 10.72778 1.614 0.519 -1.857 0.009
F -28.98782 19.69075 12.91099 -0.142 1.813 1.059 0.001
H -28.38310 17.32179 10.83148 0.003 -0.355 0.419 0.002
H -28.20336 19.06051 10.82816 -0.111 0.306 0.066 0.004
H -28.17704 17.94643 13.27620 -0.662 -0.494 0.460 0.000
C -24.71447 16.18299 11.15258 -1.014 0.042 -0.167 0.000
O -25.58532 17.26074 11.63391 0.744 0.045 -0.835 0.001
H -23.82409 15.99209 11.75166 -0.171 0.346 0.143 0.000
H -25.31966 15.27989 11.07362 0.181 -0.126 0.083 0.000
H -24.42818 16.46235 10.13863 0.161 0.079 0.157 0.000
H -25.94097 17.06140 12.50303 0.130 -0.140 0.071 0.000
C -26.51273 18.57480 8.53369 -0.720 1.537 0.218 0.133
O -26.07709 19.35308 9.62580 -0.449 0.243 -2.355 0.668
H -26.87711 19.25107 7.76039 -0.167 0.190 0.227 0.010
H -25.62882 18.15665 8.05207 0.965 -0.613 0.014 0.077
H -27.22718 17.79206 8.78859 0.281 -0.323 0.337 0.027
H -25.83710 18.82112 10.38805 0.238 -1.477 1.957 0.006
C -22.50851 17.66913 7.73131 0.720 -0.007 0.320 0.007
O -21.91226 18.33793 8.87130 -0.917 -0.577 -0.754 0.022
H -23.38003 17.11194 8.07495 -0.167 0.242 0.143 0.001
H -22.75302 18.34475 6.91164 -0.161 0.162 0.188 0.001
H -21.85735 16.90814 7.30120 0.288 -0.038 0.161 0.003
H -21.12431 18.79557 8.56912 0.164 0.104 -0.097 0.000
C -27.65767 22.35357 6.34153 -1.044 0.808 -0.691 0.001
O -28.73191 22.43425 5.40160 0.139 -0.585 0.146 0.004
H -27.25306 23.36316 6.27000 0.587 -0.296 0.421 0.000
H -28.08051 22.17887 7.33086 0.321 -0.013 0.296 0.000
H -26.94356 21.58269 6.05190 0.307 0.018 0.085 0.000
H -29.25516 21.63880 5.52439 -0.305 0.042 -0.234 0.000

62
Properties=species:S:1:pos:R:3:forces:R:3:mulliken_charge:R:1 method="wB97M-V/def2-TZVPD" charge=+1 homo_lumo_gap_ev="5.53 / 5.51" de_lowest_kcal_mol=49.8 e_tot_ha=-5870.38490
Pd 0.02514 -0.02216 0.12042 -0.528 0.329 -0.050 0.771
N -1.55573 -0.05350 2.11748 0.441 0.063 -0.765 -0.522
N -0.80972 0.43070 3.19186 0.068 0.058 0.091 -0.119
C 0.08269 1.39527 2.97458 0.024 0.009 0.209 0.851
N 0.74033 1.87300 4.02904 0.026 0.014 -0.211 -0.467
S 0.33189 2.09023 1.43279 0.397 -0.244 -0.654 -0.503
H -2.34738 0.55503 1.94840 -0.189 0.077 -0.167 0.262
H -1.87946 -0.99313 2.30610 0.190 -0.180 -0.066 0.318
H -1.03151 0.12711 4.12683 -0.059 -0.047 0.039 0.207
H 0.67027 1.46088 4.94533 -0.087 0.070 0.038 0.205
H 1.46615 2.55099 3.86765 0.033 0.003 0.016 0.218
C -0.03063 -3.54802 3.53895 0.132 0.110 -0.096 -1.055
C 0.23370 -4.56829 2.45210 -0.102 -0.083 0.072 0.402
C -1.03352 -5.17314 1.88524 0.020 0.016 -0.148 -1.287
O 1.07822 -4.04177 1.38104 -0.135 0.029 0.011 -0.225
P 1.05503 -2.68871 0.58125 0.802 -0.383 0.293 1.464
S 1.64629 -1.08227 1.62617 -0.403 -0.167 -0.188 -0.600
S -0.77271 -2.32073 -0.18490 0.349 1.016 -0.300 -0.417
O 2.15471 -2.88505 -0.49257 0.094 -0.204 -0.078 -0.352
C 2.43967 -3.98599 -1.42695 -0.057 -0.063 -0.105 0.538
C 1.22296 -4.33924 -2.25117 -0.041 0.049 0.041 -1.219
C 3.04105 -5.16957 -0.70279 -0.025 0.021 0.117 -1.257
H -0.56408 -4.03275 4.35651 -0.019 0.008 -0.020 0.511
H -0.64236 -2.72939 3.14933 -0.015 -0.039 0.050 -0.056
H 0.90017 -3.12925 3.92252 -0.043 -0.016 0.004 0.343
H 0.85079 -5.36730 2.85639 0.094 -0.014 0.013 0.294
H -1.73691 -4.40268 1.56463 0.000 -0.023 0.023 0.261
H -1.51098 -5.78360 2.65309 -0.011 0.032 -0.031 0.454
H -0.80664 -5.81404 1.03187 -0.007 -0.001 0.058 0.326
H 3.19327 -3.53481 -2.06662 0.041 0.083 -0.027 0.276
H 0.44824 -4.79870 -1.63213 0.006 -0.012 -0.034 0.222
H 1.51357 -5.05869 -3.01794 -0.013 0.014 0.026 0.462
H 0.81177 -3.45639 -2.73865 -0.020 -0.011 -0.010 0.286
H 2.28637 -5.71353 -0.13457 0.033 0.001 -0.020 0.199
H 3.82916 -4.84727 -0.02276 0.014 -0.020 -0.029 0.320
H 3.47450 -5.84657 -1.44012 -0.008 0.015 0.020 0.487
C 0.94759 1.12022 -4.03728 -0.077 -0.369 0.257 -0.947
Si 1.87734 1.14052 -2.40029 -0.387 1.582 -1.191 0.574
C 3.68234 0.96352 -2.83435 0.129 -0.364 0.435 -1.148
C 1.59218 2.84638 -1.64941 0.149 -0.267 0.363 -0.732
O 1.41051 -0.05044 -1.37904 -1.182 -0.830 1.763 -0.427
H 0.93326 2.12233 -4.47403 0.029 -0.098 -0.021 0.294
H -0.08695 0.78882 -3.89994 0.186 0.111 -0.142 0.210
H 1.43459 0.43570 -4.73699 -0.051 0.060 -0.038 0.423
H 3.98293 1.82227 -3.44353 -0.096 -0.072 0.039 0.334
H 3.85151 0.05176 -3.41363 0.047 0.083 0.033 0.314
H 4.31426 0.93035 -1.94187 0.020 0.014 -0.123 0.307
H 1.79591 3.64579 -2.36703 0.000 -0.113 0.020 0.378
H 2.23805 2.99225 -0.77644 -0.035 0.088 -0.068 0.347
H 0.55681 2.94702 -1.31175 0.014 0.077 -0.049 -0.194
F -3.23918 6.49073 -0.83128 -0.031 0.247 0.046 -0.279
C -2.87237 5.23241 -0.95580 0.043 -0.138 -0.010 0.576
C -2.26470 4.80209 -2.12456 -0.100 0.025 0.062 0.246
F -2.02847 5.66224 -3.10171 -0.016 0.105 -0.107 -0.280
C -1.91639 3.47422 -2.25987 0.003 -0.184 0.376 0.027
F -1.35524 3.08000 -3.39029 0.080 0.038 -0.180 -0.338
C -2.13221 2.55635 -1.23034 0.097 0.202 0.245 0.263
Se -1.70272 0.74329 -1.50950 0.192 -0.712 0.375 -0.200
C -2.73103 3.02696 -0.06393 0.106 -0.055 -0.488 0.152
F -2.99739 2.19397 0.94637 -0.092 -0.149 0.227 -0.442
C -3.10444 4.34161 0.08177 0.030 0.134 -0.051 0.238
F -3.68479 4.75693 1.20079 -0.061 0.074 0.104 -0.299